(1)
C4H4BrN3S | ωB97M-V/def2-TZVPD

```
13
Properties=species:S:1:pos:R:3:nbo_charge:R:1
Br 1.4303 2.3507 0.5951 0.296
S -2.0255 0.4245 0.3887 0.632
N 1.4182 1.1123 -0.5511 -0.681
N -0.4828 -1.5314 0.9004 -0.465
N 1.4491 -1.2831 -0.0529 -0.556
C -2.0579 1.6904 -0.7115 -0.588
C 0.8414 -0.0836 -0.2633 0.321
C -0.5393 -0.3159 0.2327 -0.189
C 0.7115 -2.0269 0.8541 0.202
H 2.3017 -1.5894 -0.4619 0.424
H 1.0652 -3.0356 1.1372 0.211
H -1.2913 1.9647 -1.2070 0.188
H -2.8207 2.3230 -0.8605 0.206
```

gap between HOMO and LUMO (spin up / spin down)	5.74 / 7.64	eV
spin multiplicity	1
max |F|	6.78	eV Å⁻¹
energy relative to the best compared isomer or geometry (same formula, charge and spin)	102.4	kcal/mol

---

(2)
C5H10BiOP | ωB97M-V/def2-TZVPD

```
18
Properties=species:S:1:pos:R:3:nbo_charge:R:1
Bi 0.2374 -0.1880 0.2314 0.291
P 2.6756 0.7896 -0.1539 0.052
O -0.0577 1.5917 2.4891 -0.922
C -2.0749 -0.0021 -1.1634 -0.329
C -0.9510 -2.0424 -0.9165 -0.361
C -0.9762 -0.0171 -2.1152 -0.331
C -2.0642 -1.2269 -0.4347 -0.337
C -0.2907 -1.2828 -1.9862 -0.335
H -0.5169 0.8078 2.8317 0.479
H -2.8396 -1.5829 0.2289 0.236
H -0.8084 -3.1082 -0.7340 0.245
H -0.8719 0.6608 -2.9717 0.234
H 0.3976 -1.7198 -2.7370 0.247
H 3.5523 -0.3111 -0.4409 0.039
H 2.8084 1.8539 -1.1012 0.004
H -2.8669 0.7376 -1.1553 0.228
H -0.7310 2.0711 1.9550 0.488
H 3.0804 1.3056 1.1490 0.072
```

gap between HOMO and LUMO (spin up / spin down)	5.34 / 5.34	eV
spin multiplicity	1
max |F|	3.67	eV Å⁻¹
energy relative to the best compared isomer or geometry (same formula, charge and spin)	0.0	kcal/mol

---

(3)
CH5N2O | ωB97M-V/def2-TZVPD

```
9
Properties=species:S:1:pos:R:3:nbo_charge:R:1
O 1.4335 1.1762 -0.2737 0.037
N 0.6962 0.3336 -0.1729 0.452
N -1.1719 1.3524 0.1890 -0.532
C 0.5668 -1.0209 0.1007 -0.521
H 1.6006 -1.4348 0.3256 0.287
H 0.2811 -1.3314 -0.9127 0.309
H -0.2059 -1.2485 0.8654 0.313
H -1.5847 1.6199 -0.6473 0.341
H -1.6156 0.5536 0.5259 0.314
```

gap between HOMO and LUMO (spin up / spin down)	8.71 / 9.50	eV
spin multiplicity	1
max |F|	5.19	eV Å⁻¹
energy relative to the best compared isomer or geometry (same formula, charge and spin)	162.9	kcal/mol
net charge	+1

---

(4)
CH2BrNO4 | ωB97M-V/def2-TZVPD

```
9
Properties=species:S:1:pos:R:3:mulliken_spin:R:1
Br 1.3488 1.0721 1.8100 1.043
O 0.1540 -1.5604 0.3342 0.083
O -1.3542 0.1485 0.4480 0.088
O 1.4310 -0.1553 -1.5061 0.185
O -0.0908 1.3919 -1.3089 0.124
N 0.4716 0.3518 -0.9943 0.083
C -0.1864 -0.3290 0.1179 0.398
H -1.4354 1.0466 0.0325 -0.002
H -0.3385 -1.9661 1.0667 -0.003
```

gap between HOMO and LUMO (spin up / spin down)	7.79 / 6.65	eV
spin multiplicity	3
max |F|	4.14	eV Å⁻¹
energy relative to the best compared isomer or geometry (same formula, charge and spin)	26.7	kcal/mol

---

(5)
C61H55BrCaCl2N4O5SSi | ωB97M-V/def2-TZVPD

```
131
Properties=species:S:1:pos:R:3:mulliken_charge:R:1
Br -0.0743 0.8819 -4.1139 -0.205
Ca -0.0744 -0.7521 0.1752 1.671
Cl -3.2735 -2.2268 -3.9653 0.015
Cl 1.0361 -1.6879 -7.1465 -0.237
S 2.9830 -2.0444 1.4274 1.286
Si 2.7182 2.0992 -0.8650 -1.068
O 1.9367 -2.6169 0.5408 -0.645
O -3.9809 1.1638 0.8260 -0.907
O -1.7693 0.7270 0.7745 -0.360
O -0.1412 -1.9312 -1.9779 -0.357
O -0.3747 -3.7236 -0.6648 -0.540
N -1.6933 -2.1901 1.6747 0.767
N -1.7443 0.8628 -1.9115 0.920
N 0.1120 2.9915 -0.2253 1.653
N -0.4180 -2.6144 -4.7068 0.811
C 5.1764 1.7083 2.5008 -0.027
C 3.3519 2.7987 -3.5919 -0.049
C -0.4632 -4.0035 -4.7043 0.891
C -0.7480 5.0876 1.5321 -0.816
C -3.3309 -0.9809 -6.3496 -0.721
C -2.8616 1.3431 -3.9774 -0.608
C -1.1925 -1.9075 -5.6391 -2.115
C 5.4472 3.0134 2.8868 -0.766
C -4.6453 -4.6557 0.0677 -0.901
C 5.6325 -4.3782 -0.5549 -0.592
C -1.2936 -2.3422 2.9190 0.506
C 4.8985 4.0650 2.1620 -0.733
C 0.9688 -3.9522 -2.6248 -1.067
C 0.5429 -0.6464 2.6811 0.800
C -2.9104 1.0115 -1.2692 0.858
C 0.3278 2.8564 1.2235 -0.188
C -0.3489 -1.3513 3.5137 0.017
C -0.6886 3.6466 2.0398 -1.099
C 5.4476 3.5806 -4.4774 -0.344
C -4.0974 1.2840 -1.9379 -1.215
C 0.0673 -3.1544 -1.6615 0.735
C -2.5536 -1.6650 -5.4290 0.986
C -4.1882 -4.9119 1.3276 -0.813
C 5.1947 3.1266 -2.1251 -0.302
C 4.3626 1.4611 1.4013 -0.178
C -1.7567 -3.4423 3.7064 -1.152
C -1.1149 -4.7206 -5.7096 -0.683
C -1.0882 3.7264 -0.5631 -0.870
C -1.1610 -6.1082 -5.6735 -0.733
C -4.1045 -3.5810 -0.6717 -0.780
C 4.4530 -3.8072 -0.0946 -0.738
C -0.4263 -1.1449 4.8995 -0.593
C 0.1094 -6.0849 -3.6505 -0.261
C 6.8551 -3.9589 -0.0496 -0.389
C -3.1852 -4.0972 1.9013 0.781
C -1.4014 -0.7334 -7.7602 -0.500
C -1.1419 5.1364 0.0389 -0.912
C 1.3859 0.2451 3.3691 0.062
C -4.0708 1.4508 -3.3106 -0.773
C 3.8589 2.7500 -2.2874 0.662
C 0.4331 -0.2537 5.5214 -1.033
C 5.9813 3.5345 -3.1979 -0.796
C -2.7483 -0.5160 -7.5163 -0.522
C 6.9052 -2.9565 0.9126 -0.716
C 2.8781 -2.9607 2.9782 -0.857
C 2.1338 0.4106 -0.8817 -0.164
C -0.5609 -6.8012 -4.6385 -0.819
C -3.1188 -2.7952 -0.1487 1.189
C 4.0906 3.8032 1.0633 -0.044
C 4.5120 -2.8241 0.8778 0.004
C 0.1887 -4.7028 -3.6683 -0.116
C -2.6770 -4.3027 3.2044 -1.242
C -2.6380 -3.0274 1.1638 -0.794
C -2.8959 0.9474 0.2733 -0.201
C 4.1228 3.2081 -4.6707 -0.849
C 3.7990 2.4979 0.6581 0.519
C 1.3570 0.4387 4.7454 -0.784
C 1.2927 3.3624 -0.9788 -0.980
C -1.7497 1.0309 -3.2108 -0.259
C 5.7316 -2.3798 1.3721 -0.244
C -0.6454 -1.4248 -6.8282 1.140
H -1.1708 3.7673 -1.6534 0.433
H -4.9955 1.3788 -1.3449 0.559
H -1.4388 5.6852 2.1337 0.475
H -3.3450 0.0270 -8.2383 0.325
H 2.7810 -4.0197 2.7396 0.387
H -1.1757 -1.6511 5.4997 0.462
H 3.4806 -4.0887 -0.4809 0.454
H 3.7727 -2.7683 3.5710 0.422
H 1.5454 -4.6575 -2.0271 0.191
H -1.9541 3.1593 -0.2096 0.035
H -0.3880 3.6195 3.0901 0.562
H 1.5345 0.2115 -1.7793 -0.063
H -0.9280 -0.3677 -8.6606 0.436
H 1.9929 -2.5831 3.4876 0.019
H -1.6818 -6.6416 -6.4606 0.367
H -2.6818 -1.9924 -0.7302 0.373
H 0.2450 5.5316 1.6642 0.252
H 5.7592 -1.5736 2.0978 0.271
H 0.5940 -6.6108 -2.8357 0.438
H 2.3254 2.4943 -3.7704 0.026
H 1.6759 4.3804 -0.7423 0.210
H -1.6036 -4.1900 -6.5175 0.385
H 5.5851 0.8800 3.0706 0.307
H 5.0972 5.0896 2.4572 0.364
H 3.6730 4.6380 0.5083 0.378
H 1.3231 3.2444 1.4757 0.148
H -0.6071 -7.8823 -4.5954 0.370
H 3.6913 3.2300 -5.6655 0.411
H -2.1519 5.5406 -0.0864 0.502
H 7.0159 3.8158 -3.0314 0.371
H -1.3462 -3.5926 4.6948 0.515
H 2.9217 -0.3508 -0.8357 0.400
H -3.0304 -5.1478 3.7868 0.359
H 0.3052 1.8070 1.5201 -0.614
H -4.4733 -3.3924 -1.6718 0.341
H -0.4676 5.8009 -0.5090 0.318
H -4.5886 -5.7354 1.9099 0.355
H -4.9776 1.6738 -3.8620 0.409
H 1.6551 -3.2510 -3.1074 0.425
H 4.1270 0.4402 1.1254 -0.097
H 6.0728 3.2113 3.7498 0.329
H 5.6388 3.0992 -1.1358 0.271
H 0.3684 -0.0848 6.5910 0.302
H -4.3767 -0.8098 -6.1343 0.431
H 7.7733 -4.3994 -0.4187 0.358
H 1.0203 3.3914 -2.0415 0.652
H 7.8601 -2.6115 1.2895 0.389
H -0.2774 -2.1573 -3.7926 -0.188
H 2.1023 0.8324 2.7978 0.004
H -5.4184 -5.2749 -0.3713 0.377
H -2.7706 1.4812 -5.0442 0.648
H 2.0369 1.1468 5.2120 0.471
H -1.6697 3.1673 1.9860 0.311
H 6.0570 3.8971 -5.3165 0.348
H 5.5960 -5.1435 -1.3204 0.403
```

gap between HOMO and LUMO	5.51	eV
spin multiplicity	1
max |F|	0.54	eV Å⁻¹
energy relative to the best compared isomer or geometry (same formula, charge and spin)	12.2	kcal/mol
net charge	-2

---

(6)
C6H9N | ωB97M-V/def2-TZVPD

```
16
Properties=species:S:1:pos:R:3:nbo_charge:R:1
N 0.7701 -1.4710 0.7324 -0.620
C 1.3687 -0.5199 0.1307 0.285
C 2.8030 -0.5560 -0.3431 -0.678
C -1.8717 0.9551 0.5611 -0.265
C -0.6315 0.8854 0.1674 0.179
C 0.6203 0.7258 -0.1940 -0.384
C -3.0361 0.3554 -0.1828 -0.622
H -2.7119 -0.1038 -1.1201 0.221
H -3.4982 -0.4227 0.4355 0.222
H 3.3559 0.3254 0.0008 0.225
H 2.8367 -0.5547 -1.4394 0.229
H 1.1341 1.5001 -0.7629 0.224
H -3.8047 1.1044 -0.4018 0.215
H -2.0770 1.4253 1.5228 0.226
H 1.4094 -2.2561 0.8660 0.327
H 3.3123 -1.4542 0.0186 0.217
```

gap between HOMO and LUMO	10.21	eV
spin multiplicity	1
max |F|	0.38	eV Å⁻¹
SMILES	[H]/N=C(\C)C=C=CC
energy relative to the best compared isomer or geometry (same formula, charge and spin)	46.2	kcal/mol

---

(7)
C22H24N2O6S | ωB97M-V/def2-TZVPD

```
55
Properties=species:S:1:pos:R:3:nbo_charge:R:1
S -0.2291 -1.3023 -1.3644 2.316
O 1.8355 2.9737 3.1271 -0.510
O -3.4610 1.5656 -0.7631 -0.619
O -0.7023 -1.6559 -2.6763 -0.957
O 1.8697 4.0759 0.4575 -0.510
O -0.7655 -2.0559 -0.2670 -0.935
O -3.5523 -3.0905 0.4832 -0.397
N -0.4711 0.3422 -1.2283 -0.698
N -3.2863 -0.5531 -1.5458 -0.614
C -2.9369 -3.4122 1.6291 0.096
C 3.6399 -0.7869 -2.3045 -0.218
C -3.7530 -1.7571 0.4990 0.265
C -4.3411 -1.1012 -0.7074 -0.276
C 1.7081 2.4450 4.4236 -0.250
C -3.2647 -1.2227 1.6554 -0.308
C 0.0021 0.4370 1.1608 -0.251
C 1.2733 2.9009 0.8045 0.335
C 2.2604 -0.8358 -2.3705 -0.181
C 2.1934 -1.7807 -0.1587 -0.193
C -2.8574 0.7145 -1.3814 0.661
C -2.7346 -2.3068 2.3946 -0.321
C 4.3127 -1.2271 -1.1670 0.016
C 1.2287 2.3157 2.0850 0.214
C 5.8056 -1.1442 -1.0984 -0.632
C 1.5506 -1.3351 -1.2954 -0.267
C 0.6964 2.2248 -0.2633 -0.268
C 2.2186 5.0330 1.4344 -0.241
C 0.5871 1.0925 2.2299 -0.266
C -1.4960 0.9735 -2.0368 -0.302
C 0.0577 1.0019 -0.1029 0.127
C 3.5752 -1.7258 -0.0989 -0.210
H -2.6600 -1.2190 -1.9792 0.414
H 4.2054 -0.4020 -3.1402 0.216
H 0.5320 0.6284 3.2010 0.220
H 1.7223 -0.5038 -3.2439 0.232
H 2.5081 5.9197 0.8703 0.188
H 1.6036 -2.1695 0.6557 0.242
H -0.4983 -0.5046 1.3100 0.253
H -4.9746 -0.2618 -0.4106 0.249
H 2.2129 3.1565 5.0761 0.200
H 1.3719 5.2746 2.0802 0.179
H 0.6594 2.3599 4.7243 0.179
H 0.7622 2.6898 -1.2337 0.226
H 2.1947 1.4682 4.5120 0.176
H -1.3130 2.0474 -2.0840 0.235
H 4.0865 -2.0735 0.7866 0.214
H -4.9149 -1.8267 -1.2873 0.219
H 3.0578 4.7005 2.0481 0.185
H -3.2814 -0.1883 1.9326 0.236
H -2.6981 -4.4454 1.7849 0.200
H -2.2686 -2.2653 3.3581 0.223
H 6.2522 -1.4497 -2.0419 0.222
H -1.4531 0.5314 -3.0338 0.239
H 6.1094 -0.1157 -0.9039 0.227
H 6.1963 -1.7716 -0.3019 0.218
```

gap between HOMO and LUMO	8.55	eV
spin multiplicity	1
max |F|	1.02	eV Å⁻¹
SMILES	COc1ccc(N(CC(=O)NCc2ccco2)S(=O)(=O)c2ccc(C)cc2)cc1OC
energy relative to the best compared isomer or geometry (same formula, charge and spin)	69.5	kcal/mol

---

(8)
C6H10O | ωB97M-V/def2-TZVPD

```
17
Properties=species:S:1:pos:R:3:nbo_charge:R:1
O 1.5776 0.8217 1.0204 -0.514
C 0.7712 -0.3299 0.7719 0.063
C 2.1125 0.7709 -0.3132 -0.078
C -0.5443 -0.0184 0.2835 -0.063
C 0.9747 -0.1468 -0.7176 -0.256
C -1.8842 -0.4656 0.9165 -0.378
C -1.6473 0.9406 0.4244 -0.416
H -0.5798 -1.8505 -0.9317 -0.002
H 2.3170 1.7247 -0.8091 0.176
H -2.6672 -1.0912 0.4845 0.213
H -2.1755 1.1391 -0.5120 0.216
H 0.7056 -0.4006 -1.7146 0.244
H -1.8525 -0.5800 2.0121 0.214
H 3.0869 0.2326 -0.2320 0.173
H 1.0020 -1.2153 1.3586 0.198
H -1.5684 1.7883 1.0915 0.213
H 0.0846 -2.0659 -1.1960 -0.003
```

gap between HOMO and LUMO	9.18	eV
spin multiplicity	1
max |F|	1.17	eV Å⁻¹
energy relative to the best compared isomer or geometry (same formula, charge and spin)	158.7	kcal/mol